# 1
A structure of composition C19H47O21S5V2, computed with ωB97M-V with the def2-TZVPD basis set.

Each line ends with the Löwdin charge.
Atoms and positions in Å:
V1 2.0715 -24.4283 -7.4032  1.35
V2 0.5278 -20.9639 -6.7589  1.18
S1 -1.5978 -25.5360 -12.4207  0.74
S2 0.3726 -19.4826 -10.1266  0.76
S3 -8.7358 -20.9285 -9.6212  0.72
S4 -1.1052 -22.5334 -3.6969  0.80
S5 -7.0285 -24.0835 -5.9256  0.70
O1 -0.7614 -20.0912 -6.3717  -0.22
O2 -1.2572 -26.4958 -13.5512  -0.32
O3 1.5035 -25.2380 -8.6804  -0.23
O4 -0.2647 -22.8569 -7.8386  -0.26
O5 -7.8316 -19.8782 -10.1448  -0.32
O6 0.1095 -20.0627 -8.8322  -0.36
O7 -1.0137 -19.8448 -10.9703  -0.25
O8 -2.5686 -22.3730 -3.7610  -0.27
O9 -0.1788 -22.0618 -4.7719  -0.39
O10 -8.1070 -23.4619 -5.1161  -0.31
O11 -2.5746 -26.4348 -11.3726  -0.28
O12 2.6961 -20.6388 -7.5111  0.03
O13 0.6233 -18.0092 -10.2946  -0.27
O14 -8.0893 -22.3485 -10.2470  -0.26
O15 -10.1845 -20.8873 -9.9092  -0.29
O16 -7.2833 -24.3515 -7.3299  -0.29
O17 -2.1840 -24.2280 -12.6657  -0.30
O18 2.8540 -22.6592 -8.3712  0.00
O19 -0.5710 -21.8549 -2.1742  -0.26
O20 -6.5802 -25.5943 -5.2482  -0.29
O21 2.2707 -22.3679 -6.5277  -0.13
C1 -1.5833 -23.3051 -8.0596  -0.52
C2 -5.4242 -23.1836 -5.6088  -0.09
C3 -5.6323 -22.1871 -10.0595  -0.08
C4 -8.6934 -26.5784 -4.9548  -0.07
C5 -1.4114 -21.0598 -11.6688  -0.28
C6 -1.9173 -20.7757 -13.0267  -0.06
C7 -2.2546 -27.7901 -11.1979  -0.32
C8 0.7069 -21.3362 -2.1307  -0.31
C9 2.8867 -21.8667 -7.4163  -0.96
C10 -6.8902 -22.2885 -10.9860  -0.28
C11 -7.4214 -26.0871 -4.2116  -0.27
C12 -8.3970 -21.1852 -7.8732  -0.12
C13 0.7531 -21.1116 -0.6097  -0.05
C14 -3.4771 -28.5769 -11.6081  -0.06
C15 -0.0881 -25.3263 -11.3622  -0.10
C16 -0.7844 -24.3390 -3.3772  -0.06
C17 -1.9220 -24.7158 -7.3924  -0.01
C18 -2.7058 -22.3653 -7.8216  -0.05
C19 1.6353 -20.3716 -11.1793  -0.06
H1 -7.6730 -25.2876 -3.5147  0.11
H2 -2.6346 -21.4410 -8.3949  0.09
H3 -4.6285 -23.8708 -5.8965  0.05
H4 -4.4379 -28.3374 -11.1524  0.09
H5 -0.0103 -20.3591 -0.4120  0.08
H6 -1.6782 -24.6640 -2.8448  0.09
H7 0.3935 -21.9309 0.0128  0.09
H8 -2.9516 -20.4425 -13.1122  0.09
H9 -9.2611 -27.3031 -4.3711  0.08
H10 -1.3283 -20.0348 -13.5674  0.09
H11 -2.6311 -22.0299 -6.7871  0.07
H12 -0.1521 -26.2127 -10.7311  0.05
H13 -2.8756 -24.8874 -7.8917  0.08
H14 -0.1716 -24.4023 -10.7901  0.04
H15 -3.7017 -22.7880 -7.9543  0.06
H16 -6.8514 -26.8904 -3.7446  0.12
H17 1.8159 -21.3470 -10.7275  0.05
H18 -1.2853 -28.1087 -11.5813  0.12
H19 0.6479 -20.4538 -2.7679  0.12
H20 -5.5764 -21.1780 -9.6512  0.07
H21 -9.2338 -25.7361 -5.3868  0.07
H22 -3.6793 -28.6179 -12.6784  0.09
H23 -8.8889 -22.1301 -7.6423  0.06
H24 1.5213 -21.9303 -2.5452  0.11
H25 -6.7146 -23.2506 -11.4672  0.12
H26 0.2530 -24.4803 -3.0741  0.08
H27 -1.7752 -21.7337 -13.5267  0.08
H28 -0.8240 -24.5994 -4.4349  0.03
H29 -3.2404 -29.6110 -11.3575  0.08
H30 -0.6256 -21.7891 -11.8656  0.10
H31 -2.1258 -21.6491 -11.0939  0.11
H32 -6.8664 -21.5722 -11.8072  0.12
H33 1.6040 -20.6808 -0.0819  0.08
H34 -8.3832 -27.2056 -5.7906  0.08
H35 -2.1593 -27.8151 -10.1123  0.11
H36 0.7258 -25.1667 -12.0695  0.08
H37 -4.7065 -22.3855 -10.5995  0.06
H38 -1.5436 -23.5244 -9.1266  0.11
H39 -5.6856 -23.0167 -9.3545  0.06
H40 -1.2424 -25.4692 -7.7906  0.06
H41 2.6081 -19.9138 -10.9999  0.08
H42 -8.8739 -20.3865 -7.3052  0.08
H43 -5.4803 -22.8908 -4.5603  0.07
H44 1.2887 -20.3664 -12.2127  0.08
H45 -7.3359 -21.1984 -7.6241  0.06
H46 -5.4075 -22.2479 -6.1675  0.06
H47 -2.0004 -24.7229 -6.3053  0.06

Calculated values
Charge: +1
<S²>: 2.20
Multiplicity: 3
Electronic energy, eV: -168997.83762

# 2
A structure of composition C6H9N, computed with ωB97M-V with the def2-TZVPD basis set.

Each line ends with the natural charge from an NBO analysis.
Atoms and positions in Å:
N1 0.0934 0.8947 -0.4730  -0.43
C1 -1.0430 0.4363 0.2452  -0.05
C2 0.0305 0.7349 -1.9242  -0.42
C3 0.7456 -1.2312 0.5549  -0.41
C4 0.9439 0.3000 0.5747  -0.03
C5 -0.3073 0.4005 1.5376  -0.24
C6 -0.7020 -0.9232 0.9259  -0.26
H1 -0.2336 1.7039 -2.3003  0.20
H2 1.2775 -1.7189 1.3813  0.21
H3 -0.4496 0.8335 2.5224  0.23
H4 -1.4507 -1.6126 1.3041  0.22
H5 0.9796 -1.7391 -0.3879  0.19
H6 0.9639 0.3730 -2.3590  0.20
H7 1.9196 0.7658 0.7329  0.20
H8 -0.7577 0.0276 -2.2497  0.18
H9 -2.0100 0.7549 -0.0849  0.21

Calculated values
Energy above the lowest of the compared OMol25 structures with the same formula, charge and spin, kJ/mol: 352.1
Charge: 0

# 3
The ion C6H11BrN with charge +1, computed with ωB97M-V with the def2-TZVPD basis set.

Each line ends with the natural charge from an NBO analysis.
Atoms and positions in Å:
Br1 -3.7448 -0.0355 0.0812  0.09
N1 0.3644 -1.5158 -0.0014  -0.49
C1 -1.8283 0.1337 0.4121  -0.28
C2 -0.9634 0.7252 -0.6687  -0.23
C3 0.2947 1.5807 -0.3770  -0.40
C4 1.1546 0.7517 0.6029  -0.41
C5 -0.8039 -0.7821 -0.5039  -0.12
C6 1.6258 -0.6680 0.1887  -0.22
H1 1.9904 1.2621 0.7593  0.24
H2 -1.8110 0.1313 1.5227  0.27
H3 -0.0217 -1.8542 0.8534  0.44
H4 0.6975 0.4784 1.5867  0.21
H5 -1.2592 -1.3008 -1.1949  0.23
H6 0.8424 1.6144 -1.3813  0.24
H7 2.0803 -0.8794 -0.8071  0.21
H8 -0.0503 2.4387 0.1332  0.25
H9 0.6887 -2.2665 -0.5498  0.44
H10 -1.6104 1.1203 -1.5887  0.28
H11 2.3543 -0.9342 0.9327  0.25

Calculated values
Energy above the lowest of the compared OMol25 structures with the same formula, charge and spin, kJ/mol: 253.6
Charge: +1
SMILES: Br[C@@H]1[C@H]2CCC[NH2+][C@@H]12

# 4
A cluster of 2 separate species, C5H11NO2 in total, computed with ωB97M-V with the def2-TZVPD basis set.

Each line ends with the natural charge from an NBO analysis.
Atoms and positions in Å:
O1 2.0971 -0.8371 -1.7431  -0.58
O2 -1.4436 0.8194 1.2362  -0.72
N1 -0.0382 -0.0348 -0.4913  -0.43
C1 0.9197 0.4979 1.7260  -0.65
C2 -0.8086 0.4766 -1.6141  -0.42
C3 -0.1474 0.8248 0.6872  0.26
C4 -0.3217 -1.4389 -0.2635  -0.44
C5 1.8814 0.1506 -1.1846  0.44
H1 -0.4493 1.4719 -1.8587  0.21
H2 -0.0091 -1.9994 -1.1469  0.22
H3 0.7419 -0.4703 2.1938  0.20
H4 -0.6594 -0.1678 -2.4750  0.21
H5 0.0080 1.8483 0.3278  0.19
H6 0.2560 -1.8037 0.5856  0.21
H7 -1.3902 -1.6265 -0.0920  0.19
H8 1.8929 0.4918 1.2441  0.24
H9 -1.5589 0.0077 1.7481  0.46
H10 -1.8743 0.5279 -1.3792  0.20
H11 0.9038 1.2618 2.4994  0.23

Calculated values
Energy above the lowest of the compared OMol25 structures with the same formula, charge and spin, kJ/mol: 187.5
Charge: 0

# 5
The molecule C4H10N2O, computed with ωB97M-V with the def2-TZVPD basis set.

Each line ends with the natural charge from an NBO analysis.
Atoms and positions in Å:
O1 -0.1773 2.1506 -0.1239  -0.73
N1 0.8321 0.1223 0.3145  -0.48
N2 2.0083 0.0060 -0.4502  -0.22
C1 3.0904 -0.3200 0.1065  -0.15
C2 -1.7251 -1.3362 -0.1190  -0.62
C3 -1.5959 0.1338 0.2371  -0.41
C4 -0.2413 0.7590 -0.3462  0.25
H1 -2.6392 -1.7521 0.3007  0.21
H2 3.2024 -0.4258 1.1896  0.14
H3 -2.4204 0.7111 -0.1858  0.19
H4 -0.8463 2.5917 -0.6579  0.47
H5 3.9488 -0.5059 -0.5191  0.19
H6 -1.5997 0.2767 1.3185  0.20
H7 0.9622 0.4263 1.2810  0.36
H8 -0.8758 -1.8924 0.2699  0.22
H9 -1.7546 -1.4680 -1.1985  0.20
H10 -0.1686 0.5230 -1.4171  0.17

Calculated values
Energy above the lowest of the compared OMol25 structures with the same formula, charge and spin, kJ/mol: 247.6
Charge: 0
SMILES: C=NN[C@H](O)CC

# 6
A cluster of 6 separate species, H12O6 in total, computed with ωB97M-V with the def2-TZVPD basis set.

Each line ends with the natural charge from an NBO analysis.
Atoms and positions in Å:
O1 -0.3053 -2.1020 1.5973  -0.93
O2 2.0607 1.2130 0.8763  -0.93
O3 -0.6313 0.1840 0.5883  -1.01
O4 -0.8973 2.9530 -0.1477  -0.96
O5 -1.8543 -1.2960 -1.4907  -0.98
O6 0.6477 0.1560 -1.9687  -0.96
H1 2.5097 0.3740 0.8493  0.46
H2 -0.2193 -1.9190 2.5483  0.50
H3 -1.5513 -0.7080 -0.7377  0.50
H4 -2.1563 -2.0690 -1.0187  0.46
H5 -0.4623 3.3010 0.5743  0.46
H6 0.2807 0.3470 0.7743  0.49
H7 0.1117 -0.5460 -2.3747  0.50
H8 2.0667 1.3660 -0.0757  0.48
H9 -1.0073 2.0190 -0.0297  0.49
H10 -0.6693 -0.7730 0.8483  0.48
H11 0.5117 -2.4650 1.2893  0.49
H12 1.5657 -0.0350 -2.1017  0.46

Calculated values
Energy above the lowest of the compared OMol25 structures with the same formula, charge and spin, kJ/mol: 157.5
Charge: 0
SMILES: O.O.O.O.O.O

# 7
A cluster of 2 separate species, CH4N2OS in total, computed with ωB97M-V with the def2-TZVPD basis set.

Each line ends with the natural charge from an NBO analysis.
Atoms and positions in Å:
S1 -0.9440 -0.8377 1.0518  0.18
O1 0.3507 1.0884 0.3081  -0.32
N1 1.2990 1.4249 1.0620  -0.30
N2 -1.7549 -2.4413 -0.8358  -0.67
C1 -1.4250 -1.3148 -0.5150  -0.08
H1 2.1749 0.9417 1.3060  0.35
H2 -1.3120 -0.4703 -1.1655  0.16
H3 -2.0934 -2.7821 -1.7747  0.37
H4 1.1502 2.1534 1.8458  0.33

Calculated values
Energy above the lowest of the compared OMol25 structures with the same formula, charge and spin, kJ/mol: 502.0
Charge: 0

# 8
The ion C7H16BN2O3S with charge -1, computed with ωB97M-V with the def2-TZVPD basis set.

Each line ends with the natural charge from an NBO analysis.
Atoms and positions in Å:
S1 -1.3065 -2.5903 0.1789  0.16
O1 0.3975 -0.4064 -3.1731  -0.78
O2 -3.3793 -0.9526 1.2049  -0.94
O3 -1.5737 0.5900 -2.6578  -0.79
N1 -2.8116 1.1485 0.0076  -1.12
N2 -1.4692 -0.9499 -0.3028  -0.80
C1 0.6871 0.6151 1.3192  -0.39
C2 1.4012 1.5562 -0.9449  -0.61
C3 0.2645 0.9048 -0.1304  -0.25
C4 -0.5114 -0.0096 -2.4011  0.76
C5 2.8421 -0.7528 0.8737  -0.61
C6 -0.2502 -0.3208 -0.8803  -0.16
C7 1.5100 -0.6390 1.6116  -0.41
B1 -2.5490 -0.2491 0.2928  1.11
H1 1.2342 1.4904 1.6917  0.18
H2 -0.5159 1.6602 -0.0857  0.24
H3 1.7368 -0.6311 2.6854  0.18
H4 -0.7897 -3.0152 -0.9857  0.10
H5 3.3725 -1.6535 1.1947  0.19
H6 -4.2210 -1.1520 0.7902  0.48
H7 0.9207 -1.5411 1.4402  0.22
H8 3.4909 0.1025 1.0837  0.19
H9 0.9796 2.1704 -1.7412  0.22
H10 -0.2196 0.5575 1.9352  0.20
H11 2.7165 -0.8162 -0.2067  0.21
H12 2.0541 0.8227 -1.4166  0.22
H13 1.9984 2.2062 -0.2984  0.18
H14 -3.3830 1.5751 0.7251  0.36
H15 -3.1569 1.3617 -0.9177  0.42
H16 0.5309 -1.0814 -0.8929  0.20

Calculated values
Charge: -1
SMILES: CCC[C@@H](C)[C@H](C(=O)[O-])N(S)B(N)O
Electronic energy, eV: -28157.51637

# 9
The molecule H3N3O3S, computed with ωB97M-V with the def2-TZVPD basis set.

Each line ends with the natural charge from an NBO analysis.
Atoms and positions in Å:
S1 2.3869 -0.0583 0.6954  0.33
O1 -0.4993 0.6892 -1.4155  -0.11
O2 1.6495 -0.1384 -0.7905  -0.51
O3 -1.1055 1.5523 -0.4133  -0.44
N1 -0.1624 -1.1137 0.1692  0.03
N2 0.2018 -0.3618 -0.8493  0.23
N3 -1.3640 -1.0122 0.5071  -0.45
H1 -1.5310 -1.5885 1.2448  0.34
H2 2.0801 1.2401 0.9499  0.10
H3 -1.6560 0.7913 -0.0978  0.48

Calculated values
Energy above the lowest of the compared OMol25 structures with the same formula, charge and spin, kJ/mol: 523.8
Charge: 0
SMILES: [H]/N=N/N(OO)OS

# 10
A structure of composition C17H26ClO5Pb, computed with ωB97M-V with the def2-TZVPD basis set.

Each line ends with the natural charge from an NBO analysis.
Atoms and positions in Å:
Pb1 0.0954 0.1300 0.6654  1.42
Cl1 1.5003 0.0829 3.1765  -0.03
O1 -0.6561 -1.4000 -1.3675  -0.58
O2 1.2810 1.2510 -2.0221  -0.56
O3 -0.0186 3.0899 -0.3010  -0.53
O4 1.9664 -1.1016 -0.5495  -0.58
O5 -2.0745 1.1134 -0.8059  -0.55
C1 -1.5523 -2.3593 4.0095  -0.19
C2 0.3374 -2.1682 -2.0387  -0.09
C3 1.3726 2.6459 -2.3024  -0.09
C4 1.1046 3.4778 -1.0608  -0.08
C5 -1.2995 3.3705 -0.8326  -0.09
C6 0.2707 -0.8727 4.0324  0.07
C7 0.2197 -0.7511 5.4075  -0.26
C8 1.5055 -2.3355 -1.1050  -0.09
C9 -2.5952 -0.0125 -1.5016  -0.10
C10 -0.5818 -1.6720 3.2763  -0.11
C11 -1.5365 -0.7446 -2.2814  -0.10
C12 -1.8740 2.2426 -1.6519  -0.10
C13 -1.6452 -2.2540 5.3884  -0.19
C14 -0.7565 -1.4558 6.0944  -0.20
C15 2.9334 -0.3537 -1.2966  -0.08
C16 2.3478 0.4260 -2.4545  -0.09
C17 -0.4676 -1.8294 1.7896  -1.05
H1 -1.2903 4.2894 -1.4294  0.19
H2 -2.4124 -2.8058 5.9152  0.23
H3 2.3739 2.9037 -2.6597  0.19
H4 3.4000 0.3180 -0.5766  0.21
H5 1.9523 3.4058 -0.3784  0.20
H6 -1.9495 3.5325 0.0285  0.21
H7 -3.3945 0.2897 -2.1860  0.20
H8 -2.0117 -1.4847 -2.9328  0.20
H9 -2.2442 -2.9978 3.4736  0.22
H10 -1.2148 1.9776 -2.4818  0.18
H11 -0.9535 -0.0536 -2.8972  0.19
H12 1.0142 4.5260 -1.3748  0.19
H13 3.6979 -1.0364 -1.6789  0.20
H14 -1.3513 -2.3318 1.3958  0.23
H15 0.9183 -0.1095 5.9262  0.24
H16 -3.0246 -0.6715 -0.7467  0.21
H17 -0.0483 -3.1663 -2.2717  0.21
H18 1.9790 -0.2550 -3.2251  0.18
H19 0.3905 -2.4761 1.5732  0.22
H20 2.3230 -2.8613 -1.6051  0.21
H21 3.1529 1.0116 -2.9081  0.20
H22 -2.8353 2.5694 -2.0659  0.19
H23 -0.8230 -1.3716 7.1704  0.23
H24 0.6695 2.8965 -3.1027  0.18
H25 0.6136 -1.6871 -2.9785  0.18
H26 1.1912 -2.9317 -0.2522  0.21

Calculated values
Charge: +1
Electronic energy, eV: -46050.70922

# 11
The ion C4H5BO6 with charge -2, computed with ωB97M-V with the def2-TZVPD basis set.

Each line ends with the natural charge from an NBO analysis.
Atoms and positions in Å:
O1 -1.3061 -1.6867 0.3780  -0.51
O2 1.5862 -1.0435 -0.8385  -0.96
O3 -2.5548 0.3934 1.4604  -0.78
O4 -1.7947 1.9649 0.0911  -0.81
O5 0.9681 1.2761 -1.1050  -0.99
O6 -1.9712 -1.7631 -1.8364  -0.68
C1 -1.9000 0.7799 0.4830  0.73
C2 1.7110 0.3684 1.0886  -0.95
C3 -1.5533 -1.3084 -0.8281  0.75
C4 -0.9233 -0.2869 -0.1300  -0.18
B1 0.9360 0.1026 -0.2921  0.83
H1 2.7179 0.1126 0.9204  0.19
H2 1.2436 -1.2525 -1.7085  0.45
H3 1.4115 -0.4572 1.7125  0.19
H4 -0.0126 1.5597 -1.0745  0.50
H5 1.4417 1.2405 1.6792  0.20

Calculated values
Energy above the lowest of the compared OMol25 structures with the same formula, charge and spin, kJ/mol: 234.0
Charge: -2

# 12
A structure of composition C14H19ClOSn, computed with ωB97M-V with the def2-TZVPD basis set.

Each line ends with the natural charge from an NBO analysis.
Atoms and positions in Å:
Sn1 -0.0223 -0.1915 0.3036  2.08
Cl1 0.1904 -2.4680 1.2341  -0.57
O1 -0.0229 0.4729 2.1114  -0.95
C1 -1.4251 0.1726 -1.9283  -0.28
C2 -2.3445 0.4671 0.1964  -0.35
C3 -0.0632 1.5167 3.8902  -0.58
C4 2.3085 0.1112 0.3192  -0.37
C5 2.0916 -0.9391 -0.6555  -0.34
C6 -0.0059 0.0362 3.4200  0.27
C7 -1.6288 -1.1319 -1.3452  -0.36
C8 1.9265 1.3605 -0.3073  -0.35
C9 1.5083 1.0834 -1.6355  -0.30
C10 1.2603 -0.5955 4.0076  -0.64
C11 1.5905 -0.3368 -1.8531  -0.34
C12 -1.8435 1.1505 -0.9751  -0.34
C13 -1.2340 -0.6966 3.9708  -0.64
C14 -2.2237 -0.9473 -0.0343  -0.36
H1 -0.9627 1.9574 3.4482  0.20
H2 -0.9999 0.3659 -2.9144  0.24
H3 1.3462 -1.6548 3.7706  0.23
H4 2.7600 -0.0136 1.3089  0.27
H5 1.3013 -0.8872 -2.7640  0.24
H6 -0.0767 1.6100 4.9998  0.18
H7 -2.5683 -1.7412 0.6271  0.28
H8 -1.3969 -2.1036 -1.8103  0.26
H9 -1.2228 -1.7554 3.7196  0.22
H10 1.2851 -0.4917 5.1313  0.22
H11 -1.2980 -0.6029 5.0943  0.22
H12 1.1263 1.8272 -2.3584  0.23
H13 -1.8128 2.2506 -1.1072  0.25
H14 0.8115 2.0202 3.4652  0.21
H15 2.0352 2.3587 0.1648  0.25
H16 -2.8262 0.9377 1.0702  0.26
H17 -2.1470 -0.2433 3.5585  0.20
H18 2.1528 -0.0764 3.6258  0.20
H19 2.3138 -2.0017 -0.4984  0.27

Calculated values
Energy above the lowest of the compared OMol25 structures with the same formula, charge and spin, kJ/mol: 0.0
Charge: 0